[1]
Below is C47H46AsCl3F6N6O5S3SiTi as an isolated structure in a non-equilibrium geometry, with properties calculated with ωB97M-V with the def2-TZVPD basis set.

* Kohn-Sham gap: 6.31 eV
* relative energy (zero: lowest compared OMol25 entry of this formula, charge and spin): 42.2 kcal/mol
* total charge: +2
* LUMO level: -6.5 eV
* 2S+1: 1
* DFT total energy: -9072.04114 Eh

The geometry in XYZ format:
```
119
Properties=species:S:1:pos:R:3:forces:R:3:mulliken_charge:R:1
H 3.2546 -2.9564 2.7685 0.16 -0.09 0.17 0.708
F 1.2219 -5.4102 -1.9062 -0.18 -0.07 -0.21 -0.190
C -0.7041 3.0585 0.2372 0.34 -0.43 0.10 0.828
C 0.4202 0.3719 2.7911 -0.04 0.06 -0.09 -1.418
Ti -0.6166 -1.4264 -0.3695 1.07 0.05 2.17 -1.577
H -5.5642 -2.0013 -0.0863 -0.06 0.17 0.18 0.239
N 1.2491 -1.4927 0.6378 0.76 0.14 -0.01 1.814
H -3.5250 -4.7973 -2.2186 0.06 0.08 -0.06 0.381
C -3.0893 -4.9595 -1.2350 -0.30 0.22 0.75 -1.096
C 3.1788 3.2178 4.0664 0.23 0.44 -0.26 0.743
O -0.0157 -3.2506 -0.6281 0.61 -0.11 -0.45 0.119
H 1.0681 -2.9909 -4.6568 -0.04 0.02 0.01 0.310
C 4.4327 2.2652 -1.5596 -0.05 0.09 -0.11 -0.822
H 1.7844 3.3968 0.2060 -0.08 0.05 0.07 0.421
C -0.7186 3.2539 1.6175 -0.02 -0.33 -0.07 0.600
C 0.8258 2.0187 -4.3746 0.00 -0.03 0.01 -1.414
S -0.6336 -4.5342 -0.2988 0.89 -2.50 -0.14 0.283
Cl 6.4299 0.5673 -1.0181 0.18 0.01 -0.06 -0.200
F 0.7623 -6.8888 -0.3916 -0.53 0.43 0.05 -0.196
N 0.9625 -1.2846 -2.0433 0.03 -0.47 -0.39 0.778
C 2.6603 2.8158 -0.0283 0.07 0.11 -0.11 -0.557
H -6.6640 0.8185 0.2300 -0.14 0.00 0.00 0.448
C -1.4077 2.8743 -4.4957 0.01 0.07 0.07 -1.177
O -1.1721 -3.0978 -2.9705 0.15 -0.42 -0.63 -0.888
H 5.2530 -1.8261 1.9743 -0.04 0.07 -0.13 0.483
C -0.5616 4.5181 2.1639 -0.06 -0.04 -0.02 -1.421
C -0.4076 5.4477 -0.0295 -0.02 -0.02 0.06 -0.973
C 4.9760 1.4131 -0.6101 -0.36 0.15 0.19 0.490
C 3.2049 1.9453 0.8965 0.07 -0.03 -0.16 0.003
H -1.5443 0.2263 4.6207 0.08 0.11 0.05 0.670
C 2.7429 -2.3977 2.0135 -0.84 -0.32 0.30 -1.468
H -1.3508 -4.6653 -2.3147 0.18 -0.13 0.04 0.497
C -0.3988 5.6212 1.3443 0.01 -0.07 -0.09 -0.853
N -2.3991 -2.3867 0.2625 0.74 0.10 -0.28 1.704
H 0.6059 -2.9330 2.1049 0.06 0.03 0.01 0.511
C -0.1783 2.6460 -5.0929 0.07 -0.08 0.03 -0.903
F -2.2989 -2.0933 -5.2710 0.00 -0.07 0.36 -0.215
H -0.5250 4.0706 -1.6549 0.05 0.10 0.12 0.449
H -4.2048 -5.6433 1.3477 0.02 -0.11 -0.17 0.590
H -3.3325 0.6451 -2.4210 -0.07 0.03 0.04 0.313
H -3.7589 -0.8782 4.3715 -0.10 -0.02 0.14 0.505
H -5.1482 1.4080 2.0841 -0.05 0.03 0.13 0.539
H -2.1889 3.3835 -5.0375 -0.09 0.07 -0.06 0.499
H 0.0028 2.9700 -6.1066 0.00 0.03 -0.08 0.433
H -0.2989 6.3013 -0.6829 0.03 0.01 -0.07 0.498
H 6.0485 0.4790 1.7320 -0.15 -0.07 0.01 0.780
C -1.7977 -0.2922 3.7113 0.14 -0.04 -0.30 -0.639
H 5.2429 -1.3164 0.2648 -0.08 -0.13 0.12 0.565
S 2.7703 4.8086 3.5219 0.38 -0.54 0.04 -0.154
H -0.2651 6.6033 1.7707 -0.02 0.09 0.04 0.464
S -2.2490 -2.1677 -2.6113 -1.05 -0.05 -2.64 0.491
H -4.9460 -4.2606 2.0912 -0.15 0.11 0.05 0.454
C 4.2299 4.8841 2.6195 -0.21 0.02 0.08 -0.523
C -3.3147 -1.6419 2.4393 0.21 0.03 -0.13 -1.237
C 4.9624 0.3019 1.6737 0.15 -0.37 -0.07 -0.705
C -1.6337 2.4779 -3.1882 -0.24 -0.12 0.31 -0.767
N 3.3814 -1.5294 1.1832 -0.68 0.11 -0.33 0.430
C -0.8994 -0.3211 2.6650 0.24 0.47 0.53 0.197
C 0.8874 -5.6032 -0.6293 0.51 0.33 -0.01 0.729
H 1.7997 1.8772 -4.8193 0.08 -0.03 -0.03 0.516
C -2.8502 1.1364 -0.3886 -0.09 -0.22 0.11 1.223
H -4.2482 -2.1569 2.3115 -0.19 -0.02 0.02 0.619
C 4.9217 1.3994 3.8185 0.01 0.27 0.28 -1.542
C -5.6029 0.9002 0.0560 0.03 0.00 0.06 -0.903
H 4.9188 2.3860 -2.5140 0.07 0.04 -0.11 0.571
C -4.0365 -4.6006 1.6038 0.06 0.59 -0.37 -1.623
C -2.3466 -1.6968 1.4171 -0.45 0.15 0.74 -0.140
H -0.5660 4.6389 3.2356 -0.02 -0.02 0.15 0.596
F -1.0251 -0.6097 -4.3349 -0.23 -0.20 -0.10 -0.078
H -5.7308 0.4524 -2.0352 -0.07 -0.04 -0.09 0.555
C -5.1723 -2.7701 -0.7435 0.57 -0.45 0.53 -1.127
H 2.5971 -2.0937 -4.5738 0.00 0.04 0.03 0.469
H 2.3716 -3.5577 -3.5918 0.00 0.03 -0.04 0.354
N -1.1977 -0.9819 1.5227 -0.62 -0.27 0.44 1.108
H -3.4326 -5.9366 -0.8966 -0.24 0.09 0.06 0.592
O -1.6286 -1.0288 -1.8017 -0.40 1.14 -1.13 0.190
H -2.5795 2.7187 -2.7142 0.06 -0.03 -0.09 0.575
O 4.3757 0.4137 2.9459 -0.18 -0.25 -0.29 -0.136
H 0.7161 0.8264 1.8406 0.03 -0.01 0.23 -0.682
C -3.7156 0.7980 -1.4238 0.06 0.03 -0.18 -0.393
Cl 2.1418 2.3697 5.1282 -0.10 -0.06 0.19 -0.168
As -0.8921 1.2101 -0.6112 -0.84 2.92 -0.50 2.961
C -0.6474 1.7984 -2.4744 0.13 -0.26 0.11 1.716
C -3.3915 1.3486 0.8765 0.41 0.16 -0.07 -0.363
Cl 2.6316 4.0844 -2.4041 0.07 0.22 -0.09 -0.127
C -5.0787 0.6881 -1.2079 0.04 0.10 -0.05 -1.207
H -0.8568 2.4198 2.2869 0.02 0.00 0.08 0.023
F -3.1698 -0.3014 -4.4532 0.10 -0.27 0.40 -0.238
C 4.9723 3.7562 2.7361 -0.04 0.17 0.11 -0.391
C 0.5910 1.5926 -3.0765 -0.04 -0.19 0.35 -1.352
H 1.3788 1.0978 -2.5139 -0.04 0.14 -0.15 0.793
C 1.3487 -1.9046 -2.9322 -0.29 1.11 1.28 0.486
H -5.9590 -3.5036 -0.8796 -0.21 -0.25 -0.02 0.527
C -2.2144 -1.2155 -4.2761 -0.03 0.35 -0.41 0.602
C 4.3750 2.7756 3.5717 -0.32 -0.12 0.25 0.369
C -0.5483 4.1811 -0.5779 -0.06 -0.46 -0.37 -0.752
H 2.6725 -0.3125 -0.4199 0.03 -0.03 -0.02 0.933
H 2.7358 1.8241 1.8576 -0.06 0.00 0.13 0.296
C 4.7749 -1.1755 1.2398 0.79 0.61 0.11 -1.308
C 1.8763 -2.6734 -3.9976 0.36 -0.70 -0.89 -1.792
H 4.4503 5.7681 2.0555 0.10 0.20 -0.12 0.498
C 4.3744 1.2417 0.6371 0.19 0.02 0.03 0.272
H 1.1982 -0.3259 3.0958 0.08 -0.10 -0.06 0.734
N -1.6379 -5.0676 -1.4137 0.90 -0.09 0.27 -0.028
H 6.0129 1.4147 3.7287 -0.03 -0.07 0.05 0.373
H -3.2366 -4.5776 2.3411 0.07 0.06 -0.02 0.349
O -1.0406 -4.7107 1.0441 -0.34 -0.40 0.34 -0.696
Si -3.6346 -3.5993 0.0228 -1.87 -0.60 -0.10 0.988
C 3.2819 2.9795 -1.2584 0.16 -0.28 0.27 -0.035
H 4.6437 1.0592 4.8192 0.15 0.08 -0.10 0.519
H -4.9878 -2.3042 -1.7070 0.14 0.01 -0.07 0.211
H -2.7465 1.6381 1.6965 -0.09 -0.05 0.04 0.138
C -3.0309 -0.9343 3.5786 0.09 -0.17 -0.28 -1.457
C -4.7526 1.2289 1.0968 -0.05 0.05 0.01 -0.871
C 2.4553 -1.0162 0.3629 -0.12 0.23 -0.30 -1.907
C 1.4210 -2.3727 1.6750 0.51 -0.30 0.49 -0.598
F 1.8723 -5.1085 0.1238 -0.30 -0.07 0.09 -0.168
H 5.9278 3.6249 2.2607 0.19 -0.02 -0.13 0.440
H 0.3742 1.1247 3.5743 -0.04 0.06 -0.15 0.912
```
Positions in Å, forces in eV/Å.

[2]
Below is a 9-piece molecular cluster, C17H32F4O17 overall, with properties calculated with ωB97M-V with the def2-TZVPD basis set.

* Kohn-Sham gap: 9.89 eV
* SMILES string: O=C1OC[C@@H](F)O1.O=C1OC[C@@H](F)O1.O=C1OC[C@@H](F)O1.O=C1OC[C@@H](F)O1.CO.CO.CO.CO.CO
* LUMO level: 0.0 eV
* 2S+1: 1
* DFT total energy: -2345.50339 Eh

The geometry in XYZ format:
```
70
Properties=species:S:1:pos:R:3:forces:R:3:nbo_charge:R:1
O -5.0358 -0.8697 1.9953 -0.13 0.19 0.07 -0.503
H 3.7407 -0.3283 -6.0830 -0.17 0.01 -0.26 0.197
F 3.6834 2.3978 -4.2735 0.13 0.20 -0.08 -0.338
H -0.3451 -1.9423 -3.6182 -0.05 0.05 -0.06 0.487
F -5.4302 -1.1208 -1.1411 -0.01 0.07 -0.01 -0.336
H -3.7605 -1.4817 0.4817 -0.04 -0.05 0.18 0.209
H 3.5406 1.3690 -6.6499 -0.03 0.05 0.03 0.226
H 2.5921 2.8569 0.6462 0.06 0.12 -0.20 0.492
O -0.9728 3.0929 1.8075 -0.01 0.15 -0.01 -0.764
H 4.7716 -0.5298 1.5433 0.44 -0.11 0.23 0.188
C -2.8375 -3.1203 3.4982 0.03 0.59 -0.03 0.447
H -1.3507 1.3928 2.9411 0.08 -0.02 0.12 0.191
H 2.0351 0.7091 -0.6846 0.06 -0.19 0.10 0.213
H 0.2304 3.5797 0.4069 0.17 -0.19 0.24 0.510
C 4.4399 -1.5616 1.6375 -0.50 -0.33 -0.14 -0.253
H 3.0545 4.1079 2.4959 0.06 0.03 0.09 0.166
C 1.6580 0.2178 -4.4298 -0.31 0.40 0.12 0.983
H 4.7813 -2.1575 0.7876 -0.04 0.27 -0.21 0.163
C 1.0437 0.2480 -0.6827 0.38 0.61 0.32 -0.135
O -6.4662 -0.0168 0.5198 -0.10 0.35 -0.23 -0.485
O 2.7675 0.4547 -3.6712 0.29 -0.23 0.00 -0.491
C -0.6835 -3.6941 -4.4190 -0.21 0.00 -0.28 -0.243
C -6.3211 -0.4453 1.7920 0.55 -0.50 0.64 0.974
O -7.1534 -0.4719 2.6300 -0.14 0.09 -0.30 -0.541
H -0.9125 -3.4884 -5.4743 0.13 0.24 0.07 0.152
O 0.6277 -0.1708 -3.9880 0.08 0.04 -0.12 -0.581
C -4.2476 -0.5804 0.8597 0.12 -0.23 -0.96 -0.136
C 3.7530 1.0524 -4.4755 -0.26 -0.11 -0.49 0.435
H 4.7552 0.7043 -4.2426 -0.07 -0.01 0.39 0.176
H -1.9450 2.9068 3.6426 0.06 0.00 0.07 0.183
C 0.7575 3.7338 -1.4761 -0.50 0.06 -0.49 -0.249
O -2.1317 -0.9820 3.0555 -0.05 -0.22 0.43 -0.513
H 0.3912 0.9337 -1.2133 -0.29 -0.44 -0.18 0.221
H -3.7472 -3.2756 2.9154 0.05 -0.32 0.03 0.160
O 1.0465 3.5135 -0.1119 0.05 0.08 -0.13 -0.769
H -0.7741 -2.5501 3.1580 0.03 -0.08 -0.09 0.213
H 4.6630 -3.0880 2.8177 -0.03 0.00 0.00 0.465
H -1.8474 3.1885 1.4211 -0.03 -0.04 0.05 0.472
H 0.3730 -3.9569 -4.3344 -0.03 -0.22 0.03 0.160
O 3.4121 2.6079 1.0985 -0.09 -0.15 0.21 -0.756
F -0.8074 0.0444 0.7879 -0.14 -0.02 -0.01 -0.366
O -3.1678 -2.2455 4.5690 -0.10 -0.21 0.08 -0.488
C 0.5706 -0.0266 0.7313 0.01 0.56 -0.43 0.437
O 0.9431 -1.3446 0.9479 0.06 -0.21 0.34 -0.505
O 1.3267 -3.1219 -0.4037 0.09 0.12 0.25 -0.556
C -1.7639 -2.3360 2.7570 -0.36 0.09 -0.09 -0.129
H 2.4234 2.5016 2.9372 -0.05 0.09 -0.06 0.145
C -1.1275 2.4499 3.0841 -0.30 -0.05 -0.21 -0.256
H 0.9700 0.6501 1.4815 0.04 -0.16 0.15 0.186
O 1.1024 -1.0516 -1.2492 0.07 -0.10 -0.04 -0.475
H 1.6707 3.8451 -2.0567 0.18 -0.10 0.24 0.193
C 3.3010 0.6499 -5.8744 0.32 0.24 0.37 -0.131
O 4.9040 -2.1589 2.8384 0.14 0.39 0.16 -0.722
C -5.2696 -0.1441 -0.1997 0.11 -0.07 0.40 0.439
O 1.8897 0.5474 -5.7145 0.04 -0.49 0.01 -0.471
H -0.2070 2.5728 3.6462 0.10 0.03 -0.08 0.186
F -2.3793 -4.2840 3.9946 -0.01 -0.10 0.06 -0.318
H -5.0495 0.7922 -0.7062 -0.06 -0.04 -0.11 0.165
H -3.4669 0.1540 1.0526 -0.23 0.14 0.26 0.212
C 3.2467 3.0341 2.4410 -0.10 -0.27 0.06 -0.246
O -1.0189 -2.6275 -3.5603 -0.14 0.06 0.12 -0.737
H 4.1433 2.7847 3.0057 0.12 0.12 -0.13 0.183
H 3.3457 -1.5052 1.6231 0.03 -0.19 -0.03 0.158
C -2.8750 -0.9829 4.2048 0.06 0.38 -0.38 0.980
O -3.2230 0.0040 4.7622 0.13 -0.13 0.05 -0.563
H 0.1613 4.6365 -1.6446 0.09 0.06 0.19 0.172
H -1.8118 -2.4805 1.6813 0.20 -0.01 0.01 0.211
H -1.3216 -4.5383 -4.1577 0.23 -0.08 0.20 0.178
H 0.1808 2.9045 -1.9039 0.09 -0.01 -0.03 0.153
C 1.1541 -1.9590 -0.2575 -0.26 -0.19 -0.53 0.972
```
Positions in Å, forces in eV/Å.

[3]
Below is a 2-piece molecular cluster, C4H7NO5 overall in a non-equilibrium geometry, with properties calculated with ωB97M-V with the def2-TZVPD basis set.

* Kohn-Sham gap (alpha / beta): 8.58 / 7.39 eV
* relative energy (zero: lowest compared OMol25 entry of this formula, charge and spin): 194.1 kcal/mol
* LUMO level (alpha / beta): -1.8 / -2.2 eV
* 2S+1: 1
* DFT total energy: -587.30987 Eh

The geometry in XYZ format:
```
17
Properties=species:S:1:pos:R:3:forces:R:3:nbo_charge:R:1
H 0.9986 -0.3248 3.3107 -0.32 0.03 -0.40 0.476
H 1.6577 0.8156 1.4024 0.56 -0.17 -0.51 0.187
O 0.0891 0.9025 -0.4103 -0.56 2.00 0.26 -0.461
O -3.9533 0.9263 0.9466 2.96 0.34 -1.24 -0.270
O 2.2125 -0.1643 -1.3329 -0.98 0.04 0.38 -0.453
C 0.2779 -0.2390 0.1738 1.16 -1.42 1.90 0.127
O 0.4179 -0.2621 2.5358 -0.95 -0.39 1.63 -0.718
H -0.4585 -1.0744 0.2159 -0.04 0.69 -0.12 0.189
O -1.7558 1.1214 1.2326 -2.46 0.06 -1.23 -0.227
N -2.7778 1.0532 0.5837 -1.05 -0.21 2.84 0.505
H -0.8675 -1.0084 -2.1175 0.61 0.13 -0.25 0.223
C -0.0172 -0.3468 -2.3739 0.28 -0.24 -0.13 -0.687
H 0.5224 -0.6463 -3.2810 -0.49 0.00 0.13 0.231
H 1.9009 -1.0204 1.3728 0.08 0.58 -0.27 0.172
C 0.9925 -0.2371 -1.2387 0.40 -0.20 -1.64 0.550
H -0.4314 0.6731 -2.4154 0.20 -0.60 -0.75 0.257
C 1.1921 -0.1686 1.3951 0.61 -0.64 -0.60 -0.100
```
Positions in Å, forces in eV/Å.

[4]
Below is a 2-piece molecular cluster, CH2ClN3O4 overall in a non-equilibrium geometry, with properties calculated with ωB97M-V with the def2-TZVPD basis set.

* Kohn-Sham gap (alpha / beta): 4.36 / 4.63 eV
* relative energy (zero: lowest compared OMol25 entry of this formula, charge and spin): 69.1 kcal/mol
* LUMO level (alpha / beta): -5.1 / -5.0 eV
* 2S+1: 1
* DFT total energy: -964.40197 Eh

The geometry in XYZ format:
```
11
Properties=species:S:1:pos:R:3:forces:R:3:nbo_charge:R:1
O -1.8444 3.0790 -0.2675 -0.06 0.71 0.29 -0.367
Cl -1.5238 -2.4853 -0.2271 0.31 -0.08 -0.41 0.512
H 0.8175 0.2822 0.7411 -0.66 2.56 1.58 0.446
H 2.4587 -0.3728 0.2610 0.20 1.08 0.32 0.428
O -1.5187 1.0476 -0.7879 -0.68 -1.70 -0.88 -0.383
N -1.2266 2.0635 -0.1187 0.75 -1.03 0.05 0.719
O -0.2657 1.8717 0.6368 0.30 1.17 0.92 -0.479
C 0.8627 -1.4352 -0.0840 1.02 -0.20 -2.24 0.667
N 1.4616 -0.2461 0.2518 0.03 -4.72 -1.65 -0.740
O 1.2819 -2.3990 -0.7025 0.29 0.69 0.89 -0.539
N -0.5032 -1.4056 0.2970 -1.49 1.52 1.14 -0.263
```
Positions in Å, forces in eV/Å.